The following is a DFT calculation (ωB97M-V with the def2-TZVPD basis set) of 6 unconnected molecules or ions with the total composition C6H24O6.

## Properties
E = -694.3094 Ha
Total charge = 0
Kohn-Sham gap = 10.36 eV
SMILES = CO.CO.CO.CO.CO.CO

Last column: natural (NBO) charge in e.
Positions of all 36 atoms, in Å:
1 C -0.4340 0.3630 -0.2434  -0.246
2 O 0.4910 -0.6400 -0.1131  -0.758
3 H -1.4332 -0.0399 0.1170  0.176
4 H -0.2618 1.2291 0.3742  0.153
5 H -0.5922 0.7306 -1.2626  0.153
6 H 1.4051 -0.2995 -0.2199  0.499
7 C -0.1682 -2.7731 2.3082  -0.247
8 O -0.9734 -3.6245 1.5360  -0.739
9 H 0.3953 -3.3684 2.9732  0.168
10 H 0.4648 -2.1518 1.6948  0.196
11 H -0.7783 -2.0889 2.9416  0.143
12 H -1.0297 -3.3559 0.6104  0.478
13 C -3.2929 2.4042 -1.9322  -0.250
14 O -4.0716 1.2404 -2.0623  -0.721
15 H -3.8898 3.2640 -1.5374  0.163
16 H -2.3586 2.2927 -1.3632  0.167
17 H -2.9778 2.7706 -2.9146  0.163
18 H -3.6931 0.5975 -1.5045  0.478
19 C -3.2358 -1.1433 1.9857  -0.255
20 O -3.8520 -0.6262 0.8125  -0.752
21 H -2.2505 -0.7463 1.9536  0.179
22 H -3.6941 -0.8459 2.9435  0.165
23 H -3.0986 -2.2140 1.9085  0.186
24 H -4.7411 -0.9367 0.6404  0.476
25 C 4.0377 1.4710 -2.6843  -0.261
26 O 3.3666 2.2752 -1.6789  -0.773
27 H 5.0842 1.7710 -2.8062  0.165
28 H 3.9748 0.4057 -2.3233  0.215
29 H 3.6641 1.5932 -3.6954  0.174
30 H 3.1707 3.2122 -1.9440  0.488
31 C 3.4933 -0.3247 1.2115  -0.264
32 O 3.2184 0.0666 -0.1165  -0.756
33 H 4.5426 -0.1241 1.5068  0.174
34 H 2.7047 -0.0148 1.9153  0.175
35 H 3.4795 -1.3967 1.1715  0.185
36 H 3.3338 1.0279 -0.2029  0.502